Molecular formula: C17H17ClFNO4S
Method: DFT, wB97M-V/def2-TZVPD

```
42
Properties=species:S:1:pos:R:3:forces:R:3:mulliken_charge:R:1
C -2.12253 -1.00701 -2.08952 0.4 0.0 -0.2 -0.57
N -3.15764 -1.22406 -1.11182 0.3 -0.1 1.0 0.03
C -4.42957 -0.61562 -1.40733 -0.4 0.2 0.1 -0.95
S -2.65316 -1.07288 0.47485 -0.2 -0.1 -0.2 1.03
O -3.78108 -1.36018 1.30907 -0.2 0.3 -0.1 -0.74
O -1.46669 -1.86349 0.62069 0.1 0.3 -0.2 -0.50
C -2.22438 0.66127 0.64665 -0.2 -0.7 -0.1 0.04
C -3.21979 1.57050 0.94272 -0.2 0.0 0.1 -0.62
C -2.90198 2.91904 0.99387 0.0 0.0 0.0 -0.75
C -1.60458 3.33326 0.74937 0.1 -0.1 0.0 -0.70
C -0.60368 2.41011 0.45842 0.0 -0.2 0.0 0.37
C 0.79463 2.90146 0.20101 -0.1 0.6 -0.3 -0.97
O 1.73833 1.84037 0.21094 -0.3 -0.1 0.4 -0.16
C 2.58024 1.74473 -0.82382 0.4 0.0 -0.4 0.68
O 2.59015 2.49244 -1.76251 0.0 0.0 0.0 -0.62
C 3.54429 0.58947 -0.62185 -0.1 0.1 0.0 -1.44
C 2.87733 -0.58168 0.03558 0.1 -0.1 0.1 -0.07
C 3.14401 -0.93348 1.35300 -0.1 -0.2 -0.2 0.92
F 4.04799 -0.20616 2.04382 -0.1 0.0 0.0 -0.35
C 2.52822 -1.99820 1.98372 0.1 0.1 0.0 -0.73
C 1.61034 -2.75302 1.27627 0.1 0.1 -0.1 -0.34
C 1.31318 -2.44008 -0.03821 0.0 0.0 -0.1 -0.62
C 1.93467 -1.35749 -0.63676 0.1 -0.2 0.4 0.85
Cl 1.52814 -0.93508 -2.26646 0.0 0.0 -0.2 -0.17
C -0.92516 1.06092 0.40280 0.2 0.1 0.0 0.11
H -2.40820 -1.47858 -3.03003 0.0 0.0 0.0 0.41
H -1.93390 0.05968 -2.26875 0.0 0.0 0.0 0.30
H -1.21814 -1.47578 -1.71291 0.1 0.0 -0.3 -0.06
H -5.08508 -0.80974 -0.56241 -0.2 0.1 -0.1 0.36
H -4.84894 -1.07655 -2.30198 0.0 0.0 0.0 0.32
H -4.34470 0.46697 -1.57016 0.0 0.0 0.0 0.34
H -4.21514 1.21185 1.14956 -0.1 0.0 0.1 0.54
H -3.66481 3.64603 1.22700 -0.1 0.1 0.0 0.41
H -1.35889 4.38430 0.79020 0.0 0.1 0.0 0.43
H 1.08802 3.61647 0.97872 0.0 -0.1 -0.1 0.47
H 0.84707 3.40777 -0.77354 0.0 -0.1 0.3 0.44
H 4.35864 0.95417 0.00865 0.0 0.0 -0.1 0.42
H 3.95143 0.31697 -1.59719 0.0 0.1 0.1 0.32
H 2.77235 -2.21835 3.01048 0.0 0.0 0.1 0.44
H 1.11064 -3.58218 1.74842 -0.1 -0.1 0.1 0.42
H 0.58634 -3.01928 -0.58169 -0.1 0.0 -0.1 0.34
H -0.17595 0.31228 0.20067 0.2 0.0 0.0 0.39
```
Forces are in eV/Å.

Properties
relative energy (zero: lowest compared OMol25 entry of this formula, charge and spin)	0.0	kcal/mol
structure (SMILES)	CN(C)S(=O)(=O)c1cccc(COC(=O)Cc2c(F)cccc2Cl)c1
strongest force on any atom	1.07	eV Å⁻¹
E_LUMO	0.6	eV
M	385.84	g mol⁻¹
calculated total energy	-1971.9801	hartree
charge	0
HOMO-LUMO gap	9.91	eV

Molecular formula: C17H17ClHfO3S
Method: DFT, wB97M-V/def2-TZVPD

```
40
Properties=species:S:1:pos:R:3:forces:R:3:mulliken_charge:R:1
C -2.64635 -0.79771 -0.00963 -1.4 0.3 -0.5 -0.33
C -1.81207 -0.97930 -1.16488 -1.0 0.6 -0.5 -0.64
C -1.36925 0.30026 -1.59513 -1.3 -0.1 0.0 -0.12
H -1.60375 -1.91516 -1.67979 0.0 0.3 0.4 0.44
C -1.87333 1.28980 -0.70265 -0.9 -0.8 0.1 -0.43
C -2.68329 0.61686 0.28267 -1.0 0.2 -1.0 -0.51
H -3.31925 1.11228 1.02667 0.6 -0.4 -0.2 0.50
H -3.24064 -1.57865 0.49531 0.6 0.5 -0.2 0.45
H -0.90716 0.50926 -2.55440 0.4 -0.2 0.6 0.57
H -1.77744 2.36895 -0.82703 0.2 -0.5 0.3 0.39
Hf -0.61281 -0.26069 0.78383 5.7 0.5 -1.2 1.31
Cl 0.18352 -2.49946 0.61460 -0.5 -0.3 0.3 -0.45
C 2.43553 0.21706 0.34047 -0.7 -0.4 -0.8 -0.65
C 1.83872 1.42538 -0.17759 -0.7 -1.4 -0.6 -0.67
C 1.48478 1.16967 -1.54207 0.5 -0.7 0.6 -0.55
H 1.72323 2.35421 0.35480 0.1 0.1 0.0 0.44
C 1.83477 -0.17686 -1.85859 0.3 0.7 0.5 -0.41
C 2.43597 -0.75396 -0.71141 0.0 0.9 0.2 -0.59
H 2.86293 -1.75757 -0.66203 -0.3 0.4 0.1 0.43
H 2.88415 0.11182 1.31993 -0.1 -0.1 -0.1 0.53
H 1.08450 1.90677 -2.22037 -0.1 0.0 -0.1 0.56
H 1.72770 -0.65706 -2.83020 0.0 0.1 0.3 0.44
C -0.27640 2.97791 8.67006 -0.1 -0.1 0.0 -1.41
C -0.31610 2.40436 7.28493 0.0 -0.3 -0.6 0.85
C -0.36368 1.01101 7.17937 -0.1 -0.6 -0.4 -0.64
C -0.35364 0.35927 5.94810 0.1 0.2 -0.2 -0.75
C -0.28394 1.12593 4.77172 0.5 0.8 1.0 0.15
C -0.26976 2.51466 4.85776 0.0 -0.1 -0.3 -0.08
C -0.30430 3.14565 6.09774 -0.1 0.0 0.3 -0.82
S 0.19651 0.42921 3.25964 -0.6 -0.9 -0.8 1.43
O 1.41082 -0.33263 3.40487 -1.2 0.7 0.3 -0.53
O -1.02599 -0.43842 2.79517 1.0 0.1 1.0 -0.76
O 0.20254 1.42186 2.12590 -0.1 -0.4 1.5 -0.74
H -1.15100 2.60938 9.22044 0.1 0.3 0.0 0.35
H 0.61058 2.60840 9.20426 -0.2 0.2 -0.2 0.33
H -0.27384 4.06552 8.66270 0.0 0.0 0.1 0.36
H -0.38803 0.42137 8.10035 0.0 0.1 -0.4 0.36
H -0.38445 -0.72168 5.87209 0.1 0.1 0.1 0.43
H -0.19615 3.06940 3.92388 0.0 0.1 0.3 0.44
H -0.30285 4.23022 6.12903 0.1 -0.1 0.1 0.32
```
Forces are in eV/Å.

Properties
strongest force on any atom	5.80	eV Å⁻¹
E_LUMO	-0.4	eV
M	515.33	g mol⁻¹
calculated total energy	-1790.1418	hartree
charge	0
HOMO-LUMO gap	6.13	eV

Molecular formula: C17H17F9N2OZn
Method: DFT, wB97M-V/def2-TZVPD

```
47
Properties=species:S:1:pos:R:3:forces:R:3:mulliken_charge:R:1
C 0.37093 -0.16101 1.86037 0.4 -1.5 -0.7 -0.59
C 0.14954 1.21409 1.38413 0.5 1.4 -0.7 1.66
H -0.53882 -0.62423 2.20142 -0.2 -0.2 0.2 0.42
H 1.11483 -0.19003 2.64137 0.0 -0.2 0.0 0.05
H 0.75165 -0.76468 1.02958 0.1 -0.4 -0.1 -0.14
H 0.80006 1.38344 0.50557 -0.7 0.3 0.3 -0.02
H -1.70757 1.45837 1.83391 0.2 0.2 -0.3 0.41
H 0.47504 1.87336 2.19245 -0.2 -0.2 -0.8 -1.17
C 0.05830 -3.20873 -0.76899 -0.2 0.2 -0.8 0.05
C -0.50134 -4.38657 -1.26824 0.0 0.1 0.0 -0.68
C -1.06751 -4.38695 -2.54575 0.2 0.4 0.2 -0.38
C -1.17457 -3.18020 -3.24055 0.0 0.6 0.0 -0.67
H 0.55705 -3.15207 0.19954 0.0 0.0 -0.3 0.47
H -0.46211 -5.28766 -0.66466 0.0 0.1 -0.1 0.39
H -1.42931 -5.30833 -2.99346 0.0 0.2 0.1 0.44
H -1.58713 -3.10487 -4.24199 -0.2 -0.3 0.2 0.33
N -0.00105 -2.07208 -1.48442 -0.9 -0.7 -0.5 0.23
C -0.71382 -2.00222 -2.65076 0.6 -1.4 0.8 0.33
C -0.94861 -0.63032 -3.15675 0.1 1.9 -0.4 0.61
N -0.45968 0.36356 -2.35953 -1.3 -0.2 -0.6 0.14
C -0.75854 1.65497 -2.55979 0.0 -0.7 -0.5 -0.04
C -1.85015 1.06371 -4.62136 0.3 0.0 0.3 -0.46
C -1.43560 2.04400 -3.71664 -0.1 -0.2 0.1 -0.65
H -0.44654 2.35578 -1.78503 0.1 -0.2 -0.2 0.50
H -1.59994 3.10167 -3.89008 -0.1 -0.2 0.0 0.40
C -1.62257 -0.28375 -4.32869 0.2 -0.5 0.3 -0.52
H -1.91490 -1.09378 -4.99101 -0.2 0.4 -0.1 0.34
H -2.34252 1.34440 -5.54960 0.1 -0.1 0.2 0.43
Zn 1.11234 -0.45779 -1.51097 -0.2 0.5 2.4 -0.25
C 2.52449 0.61389 -0.87429 1.5 -0.1 -0.9 -1.01
H 2.49034 1.47133 -1.55830 0.4 0.0 0.1 0.23
H 3.32692 -0.06412 -1.20246 0.6 0.7 0.1 0.23
H 2.78272 0.98457 0.11649 -0.5 -0.4 0.1 0.53
F 2.36156 -0.02943 4.47396 0.4 0.6 -0.1 -0.28
C 2.09274 1.27807 4.21952 -2.8 0.6 0.3 0.71
F 2.70370 2.01882 5.18557 1.0 -0.2 -0.3 -0.34
F 2.72281 1.59157 3.03320 0.5 -0.2 0.5 -0.28
C 0.62226 1.58849 4.16382 0.2 -0.9 0.9 -0.54
O -1.19285 1.49864 1.01117 -0.4 -0.2 -0.2 -0.58
C -0.44600 0.67486 4.71406 2.4 1.6 -0.8 0.69
F -0.99492 1.20028 5.84003 -0.8 -0.7 0.0 -0.33
F -1.49309 0.54032 3.80655 -0.4 -0.3 0.9 -0.28
F -0.02540 -0.58574 4.99718 -0.6 0.5 0.0 -0.29
C 0.22051 3.02135 4.04096 0.6 -2.6 0.2 0.77
F 0.13032 3.66158 5.22157 -0.3 1.0 0.1 -0.31
F 1.10159 3.70529 3.27092 -0.3 0.5 0.2 -0.29
F -1.01738 3.10556 3.45054 0.2 0.8 0.3 -0.27
```
Forces are in eV/Å.

Properties
strongest force on any atom	2.99	eV Å⁻¹
E_LUMO	-2.3	eV
M	501.71	g mol⁻¹
calculated total energy	-3520.7890	hartree
charge	0
HOMO-LUMO gap	3.54	eV